1.
{"formula": "C28H20Br2F3IIrNO", "method": "the ωB97M-V functional and the def2-TZVPD basis", "symbols": ["Ir", "N", "C", "O", "C", "C", "H", "H", "H", "H", "H", "H", "Br", "C", "C", "C", "C", "C", "C", "C", "C", "C", "C", "H", "H", "H", "H", "H", "H", "Br", "C", "C", "C", "C", "C", "C", "I", "H", "H", "H", "H", "F", "C", "F", "F", "C", "C", "C", "C", "C", "C", "C", "C", "H", "H", "H", "H"], "positions_angstrom": [[-9.8257, -4.6490, 16.8875], [-12.7012, -4.1525, 20.2667], [-11.7818, -4.6249, 19.3897], [-12.0699, -5.1166, 18.3076], [-10.3701, -4.3943, 19.8883], [-9.2948, -4.9454, 18.9405], [-13.6631, -4.0902, 19.9417], [-12.4369, -3.5462, 21.0296], [-10.3497, -4.8142, 20.8855], [-10.2836, -3.3166, 19.9782], [-9.1524, -6.0240, 19.0789], [-8.3204, -4.5434, 19.1184], [-12.1698, -5.5365, 15.3610], [-11.3087, -5.2060, 13.7119], [-12.0270, -5.4729, 12.5880], [-11.4339, -5.2952, 11.3285], [-10.1640, -4.7721, 11.2582], [-9.4061, -4.4274, 12.4007], [-8.0667, -3.9414, 12.3031], [-7.3386, -3.6775, 13.4242], [-7.9232, -3.8190, 14.6995], [-9.2270, -4.2370, 14.8711], [-9.9889, -4.6167, 13.6930], [-13.0052, -5.8970, 12.7059], [-12.0209, -5.4865, 10.4336], [-9.7263, -4.6569, 10.3007], [-7.6697, -3.8616, 11.3039], [-6.2928, -3.4002, 13.3453], [-7.3376, -3.5258, 15.5804], [-9.5538, 1.1795, 19.8098], [-8.0211, 1.2637, 18.5790], [-7.3477, 2.4447, 18.3604], [-6.2504, 2.4631, 17.4743], [-5.8467, 1.2709, 16.8625], [-6.5137, 0.0557, 17.1233], [-7.5796, 0.1372, 17.9747], [-10.4825, -2.0792, 17.0606], [-7.6343, 3.2971, 18.9558], [-5.6741, 3.3594, 17.3086], [-4.9586, 1.2917, 16.2135], [-6.2627, -0.8643, 16.5923], [-4.1812, -12.1566, 15.4049], [-5.4395, -12.1664, 14.9095], [-6.0952, -13.2127, 15.4275], [-5.3724, -12.3577, 13.5837], [-6.1852, -10.8765, 15.2114], [-7.5141, -10.7562, 14.8342], [-8.1909, -9.6143, 15.1793], [-7.6039, -8.5297, 15.8552], [-6.2449, -8.7177, 16.2165], [-5.5652, -9.8545, 15.8658], [-8.3618, -7.3572, 16.2172], [-9.0332, -6.3854, 16.5159], [-7.9920, -11.5507, 14.2866], [-9.2234, -9.4575, 14.9390], [-5.6790, -7.9350, 16.6868], [-4.5467, -9.9679, 16.1890]], "forces_ev_per_a": [[-0.9, -0.1, -0.5], [-1.0, -0.1, -0.4], [0.4, 0.8, 0.5], [0.1, -0.2, 0.1], [0.1, -0.2, -1.0], [-0.7, -0.7, 0.1], [0.4, -0.1, 0.2], [0.1, -0.2, -0.2], [0.4, -0.2, 0.4], [0.2, 0.3, 0.1], [-0.3, 0.1, -0.1], [0.6, 0.7, 0.1], [0.2, 0.1, 0.3], [0.9, 0.9, 0.1], [0.4, -0.4, 0.2], [0.3, 0.7, 0.0], [-0.7, -0.4, 0.2], [-0.1, 0.0, 0.7], [-0.6, -0.4, 0.0], [0.1, -0.1, -0.2], [-0.6, 0.3, 0.4], [0.3, -0.6, -0.5], [-0.2, -0.2, 0.5], [-0.4, -0.1, -0.2], [0.3, -0.1, 0.1], [0.5, 0.2, -0.8], [0.3, 0.1, -0.1], [-0.1, 0.1, 0.0], [-0.2, -0.2, -0.3], [0.9, 0.1, -0.7], [-0.9, -0.3, 0.8], [0.7, 0.4, -0.2], [-0.5, -1.0, 0.5], [0.3, 0.1, 0.0], [0.0, 0.4, -0.5], [0.0, -0.4, -0.3], [0.2, -0.2, 0.1], [0.0, 0.3, -0.2], [-0.1, 0.2, 0.0], [-0.5, -0.1, 0.2], [0.1, 0.2, 0.3], [-0.5, -0.2, -0.3], [-0.3, 1.0, 0.1], [0.2, -0.3, 0.1], [0.3, -0.2, -0.1], [0.0, -1.0, -0.4], [0.3, -0.1, 0.1], [-0.7, 1.1, 0.1], [1.0, -0.7, 0.5], [-0.9, 1.1, -0.4], [0.5, 0.0, 0.6], [0.6, -1.0, -0.3], [0.1, 0.4, 0.1], [-0.2, -0.1, 0.0], [-0.4, -0.3, -0.3], [-0.1, 0.3, 0.3], [0.3, 0.0, -0.1]], "mulliken_charge": [0.98, -0.42, 0.61, -0.59, -0.81, -1.31, 0.26, 0.21, 0.45, 0.38, 0.56, 0.55, -0.17, 0.63, -0.65, -0.66, -0.76, 0.74, -0.84, -0.76, -0.25, -0.47, 0.85, 0.42, 0.36, 0.41, 0.37, 0.40, 0.33, -0.19, 0.23, -0.25, -0.51, -0.38, -0.44, 0.12, -0.40, 0.37, 0.37, 0.32, 0.34, -0.28, 0.79, -0.25, -0.25, 0.35, -0.80, -0.52, 0.35, -0.62, -0.45, 1.70, -2.22, 0.40, 0.49, 0.43, 0.46], "relative_energy_kj_mol": 0.0, "total_energy_ev": -192069.892, "homo_ev": [-8.05, -7.97], "multiplicity": 5, "s_squared": 6.036, "orbital_gap_ev": [8.41, 5.17]}

***

2.
{"formula": "C28H20BrClIN5O7SSr", "method": "the ωB97M-V functional and the def2-TZVPD basis", "symbols": ["Sr", "C", "C", "N", "N", "C", "O", "C", "C", "C", "C", "C", "C", "C", "C", "C", "C", "C", "N", "H", "H", "H", "H", "H", "H", "H", "H", "H", "H", "H", "H", "O", "S", "O", "O", "O", "O", "C", "C", "C", "N", "C", "Br", "C", "H", "H", "H", "H", "Cl", "C", "C", "C", "I", "C", "O", "C", "N", "C", "C", "C", "C", "H", "H", "H", "H"], "positions_angstrom": [[0.1558, 0.2215, 0.7762], [-4.1396, -1.6334, 0.3616], [-3.0389, -0.6974, 0.7631], [-2.1566, -0.2576, -0.0493], [-2.1367, -0.6598, -1.3562], [-1.2074, 0.0575, -2.0283], [-0.5687, 1.0431, -1.6260], [-0.9155, -0.4561, -3.4211], [0.2005, 0.0529, -4.0763], [0.5692, -0.4390, -5.3216], [-0.1883, -1.4314, -5.9282], [-1.3129, -1.9336, -5.2828], [-1.6700, -1.4542, -4.0304], [-2.8986, -0.2791, 2.1932], [-3.7959, -0.7463, 3.1505], [-3.6562, -0.3736, 4.4745], [-2.6143, 0.4671, 4.8180], [-1.7854, 0.8948, 3.8033], [-1.9173, 0.5907, 2.5263], [-4.0499, -1.8326, -0.7030], [-5.1268, -1.2080, 0.5686], [-4.0686, -2.5788, 0.9074], [0.7802, 0.8202, -3.5786], [1.4603, -0.0573, -5.8058], [0.1039, -1.8220, -6.8966], [-1.9024, -2.7137, -5.7516], [-2.5226, -1.8537, -3.4982], [-4.5892, -1.4184, 2.8544], [-4.3462, -0.7458, 5.2233], [-2.4115, 0.7550, 5.8397], [-0.9530, 1.5508, 4.0451], [1.7584, -2.6436, 3.2376], [0.9409, -1.4519, 3.0236], [0.3512, -0.8960, 4.2377], [1.7760, -0.3665, 2.3466], [-0.1584, -1.7541, 2.0096], [0.8339, 5.7419, 4.6076], [0.7389, 4.7334, 3.6895], [1.5728, 3.6243, 3.7129], [1.3974, 2.6535, 2.7451], [0.4588, 2.7374, 1.7922], [-0.3147, 3.7977, 1.8040], [-1.6566, 3.8696, 0.4602], [-0.2355, 4.8400, 2.7142], [1.5282, 5.5114, 5.2353], [2.3359, 3.5002, 4.4715], [1.9943, 1.7430, 2.7448], [-0.9034, 5.6861, 2.6719], [4.9513, -2.2702, -4.3342], [4.0462, -1.2608, -3.2097], [4.3010, 0.0752, -3.1594], [3.6222, 0.9096, -2.2624], [4.1124, 2.9323, -2.2305], [2.6373, 0.4590, -1.3566], [2.0650, 1.1836, -0.5116], [2.3272, -0.9944, -1.5023], [1.3193, -1.4860, -0.7375], [1.0645, -2.7700, -0.7140], [1.7924, -3.6862, -1.4938], [2.7613, -3.2165, -2.3311], [3.0594, -1.8370, -2.3641], [5.0516, 0.4961, -3.8166], [0.2830, -3.0910, -0.0343], [1.5678, -4.7431, -1.4303], [3.3229, -3.8888, -2.9669]], "forces_ev_per_a": [[0.0, 1.5, -0.9], [-0.1, -0.1, 0.0], [0.0, 0.0, 0.2], [-0.5, 0.0, -0.4], [0.1, 0.1, 0.1], [-0.4, -0.2, -0.1], [-0.1, 0.0, 0.0], [0.0, 0.0, 0.1], [0.0, 0.0, -0.1], [0.0, 0.0, 0.1], [0.0, 0.0, 0.0], [0.0, 0.0, 0.0], [0.0, 0.0, 0.0], [-0.1, 0.4, -0.3], [-0.1, -0.2, -0.2], [0.1, 0.1, 0.1], [-0.4, -0.3, 0.2], [0.6, 0.6, -0.1], [-0.6, -0.6, -0.2], [0.0, 0.0, 0.0], [0.0, 0.0, 0.0], [0.0, 0.0, 0.0], [0.0, 0.0, 0.0], [0.0, 0.0, 0.0], [0.0, 0.0, 0.0], [0.0, 0.0, 0.0], [0.0, 0.0, 0.0], [0.0, 0.0, 0.0], [0.0, 0.0, 0.0], [0.0, 0.0, 0.0], [0.0, -0.1, 0.0], [-0.2, 0.2, 0.2], [0.6, -0.5, -1.0], [-0.2, 0.1, 0.6], [0.1, -0.5, 1.0], [0.3, -0.4, 1.0], [0.1, -0.1, 0.0], [0.0, 0.1, 0.1], [0.0, 0.0, 0.0], [0.1, -0.1, 0.0], [0.0, 0.1, 0.3], [-0.1, 0.0, -0.1], [0.1, 0.0, 0.1], [0.0, -0.1, -0.1], [0.0, 0.0, 0.0], [0.0, 0.0, 0.0], [-0.1, 0.0, 0.0], [0.0, 0.0, 0.0], [0.0, 0.0, 0.0], [-0.1, -0.2, 0.1], [0.0, 0.2, 0.0], [0.1, -0.2, -0.2], [0.0, 0.1, 0.1], [-0.1, -0.3, -0.1], [0.3, -0.1, -0.1], [-0.1, 0.2, 0.1], [0.5, 0.1, -0.2], [0.1, 0.0, -0.1], [-0.1, 0.0, 0.0], [0.0, 0.0, 0.0], [0.1, -0.1, -0.2], [0.0, 0.0, 0.0], [0.0, 0.0, 0.0], [0.0, 0.0, 0.0], [0.0, 0.0, 0.0]], "mulliken_charge": [1.47, -1.65, 0.16, 0.75, -1.00, -0.19, -0.53, 0.45, -0.59, -0.61, -0.38, -0.63, -0.04, 0.85, -0.89, -0.50, -0.89, 0.07, 0.50, 0.35, 0.35, 0.32, 0.54, 0.40, 0.36, 0.37, 0.41, 0.34, 0.37, 0.40, 0.15, -0.75, 1.20, -0.70, -0.80, -0.65, -0.58, 1.08, -0.61, -0.92, 0.16, -0.13, -0.16, -0.55, 0.29, 0.29, 0.51, 0.45, -0.36, 0.71, -0.62, -0.44, -0.07, 0.48, -0.36, -0.16, 0.73, -0.62, -1.05, -1.00, 0.28, 0.35, 0.52, 0.39, 0.38], "relative_energy_kj_mol": 80.4, "charge": -2, "total_energy_ev": -153487.139, "homo_ev": -1.94, "orbital_gap_ev": 5.70}